1.
Below is a molecular structure, C47H41Br3N8O14 in a non-equilibrium geometry, with properties calculated with ωB97M-V with the def2-TZVPD basis set.

Element x y z (Å)
N -2.841 9.307 9.936
C -2.124 8.135 9.921
C -1.864 7.825 8.611
C -2.394 8.883 7.811
C -2.995 9.781 8.656
H -3.252 9.721 10.754
H -1.927 7.669 10.875
H -1.438 6.907 8.241
H -2.299 8.950 6.739
H -3.561 10.682 8.493
C -1.084 13.049 12.423
Br 0.480 13.870 11.650
Br -2.270 12.472 11.030
Br -1.946 14.234 13.664
H -0.742 12.171 12.939
C -2.865 14.333 6.999
C -3.989 14.829 6.357
C -4.702 14.026 5.485
C -4.250 12.739 5.261
C -3.173 12.220 5.931
C -2.480 13.013 6.805
N -4.852 11.929 4.189
O -4.538 10.737 4.157
O -5.478 12.535 3.324
H -2.317 14.916 7.729
H -4.370 15.823 6.559
H -5.538 14.436 4.938
H -2.876 11.198 5.743
H -1.592 12.674 7.325
C -4.094 8.841 17.720
C -5.007 9.822 17.342
C -5.040 10.278 16.052
C -4.173 9.740 15.124
C -3.288 8.740 15.463
C -3.253 8.275 16.759
N -4.092 10.273 13.796
O -4.615 11.326 13.600
O -3.536 9.591 12.951
H -4.009 8.509 18.745
H -5.574 10.318 18.120
H -5.768 10.987 15.672
H -2.548 8.393 14.751
H -2.490 7.596 17.124
C -3.291 4.381 7.898
C -4.264 5.368 7.734
C -5.603 5.008 7.585
C -5.931 3.668 7.521
C -4.957 2.684 7.586
C -3.633 3.042 7.800
N -7.326 3.272 7.365
O -7.553 2.138 7.007
O -8.176 4.105 7.612
H -2.248 4.674 7.928
H -3.981 6.410 7.811
H -6.324 5.811 7.501
H -5.261 1.649 7.548
H -2.911 2.241 7.710
C 1.952 7.595 6.516
C 3.253 7.769 6.065
C 4.270 7.992 6.987
C 3.938 8.157 8.307
C 2.631 8.123 8.743
C 1.629 7.840 7.840
N 5.015 8.410 9.276
O 4.685 8.727 10.436
O 6.152 8.296 8.888
H 1.210 7.245 5.806
H 3.500 7.468 5.055
H 5.279 8.121 6.618
H 2.413 8.385 9.766
H 0.600 7.754 8.165
C 1.231 9.897 12.508
C 2.408 10.586 12.195
C 2.584 11.161 10.972
C 1.620 10.937 10.015
C 0.479 10.210 10.264
C 0.268 9.716 11.525
N 1.776 11.601 8.754
O 2.850 12.012 8.479
O 0.827 11.649 8.050
H 1.124 9.538 13.523
H 3.121 10.739 12.998
H 3.466 11.742 10.755
H -0.261 10.139 9.474
H -0.702 9.283 11.758
C 0.633 6.280 14.267
C 1.461 5.950 13.209
C 0.976 5.391 12.047
C -0.387 5.168 11.973
C -1.252 5.538 12.981
C -0.727 6.040 14.151
N -0.927 4.568 10.739
O -1.983 3.996 10.837
O -0.271 4.676 9.704
H 1.053 6.587 15.215
H 2.539 6.068 13.274
H 1.690 5.143 11.280
H -2.315 5.350 12.930
H -1.457 6.355 14.887
C 0.835 9.596 3.961
C -0.337 10.227 4.329
C -1.415 10.262 3.448
C -1.319 9.592 2.245
C -0.203 8.866 1.926
C 0.895 8.871 2.779
N -2.415 9.631 1.290
O -3.247 10.454 1.432
O -2.336 8.890 0.346
H 1.705 9.699 4.600
H -0.412 10.680 5.311
H -2.322 10.755 3.759
H -0.213 8.292 1.005
H 1.805 8.380 2.466

## Properties
* HOMO-LUMO gap: 7.535 eV
* LUMO: -1.3 eV
* highest occupied orbital energy: -8.83 eV

These are the Mulliken partial charges, in e, on atoms 1 to 2:
1 N 0.387
2 C -1.116

---

2.
Below is 6 unconnected molecules or ions with the total composition C34H64N6O6 in a non-equilibrium geometry, with properties calculated with ωB97M-V with the def2-TZVPD basis set.

Element x y z (Å)
C -19.030 -3.955 15.247
C -19.106 -5.517 15.105
C -18.022 -6.159 15.898
C -18.250 -7.606 16.317
C -19.602 -7.786 17.002
C -20.820 -7.358 16.148
N -20.465 -5.872 15.758
O -21.527 -5.053 15.366
C -22.061 -7.322 17.081
C -20.995 -8.236 14.871
C -19.036 -5.901 13.604
H -19.663 -3.468 14.505
H -17.977 -3.775 15.031
H -19.291 -3.492 16.198
H -17.977 -5.680 16.876
H -17.022 -5.954 15.516
H -17.428 -7.940 16.950
H -18.155 -8.352 15.527
H -19.697 -7.102 17.845
H -19.644 -8.816 17.355
H -22.951 -7.025 16.526
H -22.002 -6.612 17.906
H -22.414 -8.239 17.553
H -21.536 -9.153 15.104
H -19.999 -8.396 14.458
H -21.536 -7.726 14.074
H -18.257 -5.450 12.989
H -19.947 -5.672 13.052
H -18.868 -6.974 13.518
C -14.194 0.492 19.336
C -13.331 -0.813 19.592
C -11.842 -0.413 19.374
C -10.854 -1.590 19.718
C -10.984 -1.930 21.235
C -12.438 -2.380 21.652
N -13.456 -1.378 21.021
O -14.455 -0.853 21.898
C -12.479 -2.357 23.192
C -12.777 -3.793 21.094
C -13.819 -1.879 18.577
H -14.115 1.198 20.162
H -15.275 0.353 19.347
H -13.862 1.132 18.518
H -11.690 0.485 19.972
H -11.713 -0.056 18.352
H -9.842 -1.326 19.411
H -11.160 -2.440 19.109
H -10.679 -1.036 21.780
H -10.284 -2.645 21.665
H -13.444 -2.809 23.422
H -12.626 -1.433 23.752
H -11.717 -2.979 23.661
H -13.748 -4.252 21.283
H -12.091 -4.533 21.506
H -12.773 -3.879 20.008
H -14.472 -1.352 17.881
H -14.420 -2.700 18.968
H -13.081 -2.315 17.904
C -24.892 -3.149 22.041
C -24.619 -1.697 21.620
N -24.646 -0.737 22.683
C -24.358 0.610 22.506
C -24.545 1.231 23.806
N -24.737 0.189 24.749
C -24.750 -0.969 24.095
C -24.970 0.371 26.210
H -24.725 -3.683 21.106
H -25.871 -3.390 22.456
H -24.091 -3.463 22.710
H -25.206 -1.381 20.757
H -23.587 -1.612 21.279
H -24.047 1.081 21.585
H -24.554 2.225 24.228
H -24.892 -1.908 24.610
H -25.738 1.135 26.330
H -24.080 0.722 26.732
H -25.207 -0.613 26.614
C -20.093 -6.902 24.007
C -20.174 -7.938 22.853
N -18.991 -8.725 22.773
C -18.760 -9.862 23.510
C -17.512 -10.263 23.136
N -16.891 -9.250 22.439
C -17.793 -8.251 22.303
C -15.481 -9.261 21.966
H -20.040 -7.463 24.939
H -20.966 -6.289 24.231
H -19.173 -6.326 23.903
H -20.340 -7.541 21.852
H -21.066 -8.562 22.912
H -19.521 -10.363 24.088
H -16.953 -11.159 23.363
H -17.797 -7.279 21.831
H -14.910 -8.960 22.844
H -15.373 -8.485 21.208
H -15.245 -10.275 21.645
C -19.455 -1.124 20.357
C -19.329 -2.645 20.268
O -20.158 -3.297 19.671
O -18.210 -3.034 20.616
H -18.534 -0.616 20.644
H -20.255 -0.776 21.012
H -19.677 -0.748 19.358
C -22.405 0.476 16.031
C -23.331 0.378 14.804
O -24.354 -0.292 14.916
O -23.078 1.080 13.822
H -22.401 1.499 16.407
H -21.360 0.323 15.761
H -22.645 -0.122 16.910

## Properties
* HOMO-LUMO gap: 1.235 eV
* charge: +2
* LUMO: -7.8 eV
* highest occupied orbital energy: -9.00 eV

These are the Mulliken partial charges, in e, on atoms 1 to 2:
1 C -1.730
2 C 1.529

---

3.
Below is 2 unconnected molecules or ions with the total composition C8H17N, with properties calculated with ωB97M-V with the def2-TZVPD basis set.

Element x y z (Å)
C 1.688 1.111 -1.430
C 1.009 -0.164 -1.831
C 0.910 -1.271 -1.098
C 0.209 -2.502 -1.599
N 1.488 -1.442 0.158
H 1.160 1.969 -1.855
H 1.733 1.229 -0.352
H 2.712 1.137 -1.810
H 0.599 -0.173 -2.830
H -0.171 -2.349 -2.605
H 0.896 -3.348 -1.607
H -0.629 -2.756 -0.945
H 0.974 -2.051 0.774
H 1.767 -0.582 0.603
C -0.026 1.369 2.152
C -1.115 0.461 1.634
C -1.556 0.538 0.205
C -2.451 1.049 1.289
H -0.207 1.619 3.198
H 0.950 0.890 2.091
H 0.004 2.293 1.580
H -1.125 -0.513 2.104
H -1.075 1.256 -0.439
H -1.828 -0.375 -0.302
H -2.575 2.117 1.386
H -3.342 0.486 1.531

## Properties
* HOMO-LUMO gap: 8.877 eV
* LUMO: 1.0 eV
* highest occupied orbital energy: -7.86 eV
* ΔE to the lowest compared entry with this formula, charge and spin: 17.6 kcal per mole

These are the Mulliken partial charges, in e, on atoms 1 to 2:
1 C -1.121
2 C -0.345

---

4.
Below is a molecular structure, C5H10O, with properties calculated with ωB97M-V with the def2-TZVPD basis set.

Element x y z (Å)
C -1.454 0.643 -0.375
C -0.684 -0.164 0.679
C -0.698 -1.679 0.479
O 0.998 -1.430 -0.162
C 0.848 -0.162 0.544
C 1.527 0.932 -0.244
H -1.290 1.723 -0.266
H -2.532 0.465 -0.281
H -1.160 0.357 -1.392
H -1.017 0.138 1.680
H -1.301 -1.966 -0.394
H 0.501 -2.169 0.602
H 1.307 -0.243 1.539
H 2.597 0.714 -0.327
H 1.408 1.899 0.256
H 1.114 1.007 -1.254

## Properties
* HOMO-LUMO gap: 9.607 eV
* LUMO: 0.9 eV
* highest occupied orbital energy: -8.67 eV
* ΔE to the lowest compared entry with this formula, charge and spin: 102.9 kcal per mole

These are the Mulliken partial charges, in e, on atoms 1 to 2:
1 C -1.579
2 C 0.466

---

5.
Below is 2 unconnected molecules or ions with the total composition CH2ClF2P in a non-equilibrium geometry, with properties calculated with ωB97M-V with the def2-TZVPD basis set.

Element x y z (Å)
C -1.479 -0.278 0.165
F 2.020 1.203 1.038
F 2.347 -0.322 -0.824
P 1.499 0.942 -0.520
Cl -1.930 -1.663 -0.545
H -1.248 0.528 -0.505
H -1.210 -0.409 1.190

## Properties
* HOMO-LUMO gap: 5.337 eV
* LUMO: -1.7 eV
* highest occupied orbital energy: -7.06 eV
* ΔE to the lowest compared entry with this formula, charge and spin: 68.9 kcal per mole

These are the Mulliken partial charges, in e, on atoms 1 to 2:
1 C -0.500
2 F -0.279

---

6.
Below is 2 unconnected molecules or ions with the total composition C26H31N3O7 in a non-equilibrium geometry, with properties calculated with ωB97M-V with the def2-TZVPD basis set.

Element x y z (Å)
C -8.139 2.879 0.943
C -7.000 3.512 0.158
O -5.833 3.553 0.991
C -4.640 3.884 0.394
C -4.527 4.625 -0.795
C -3.273 4.905 -1.369
C -3.166 5.664 -2.636
O -2.079 5.744 -3.188
O -4.283 6.232 -3.147
C -2.125 4.434 -0.707
C -2.208 3.701 0.483
C -0.987 3.212 1.141
C -0.677 3.256 2.556
C -1.530 3.835 3.645
N 0.500 2.731 2.783
O 1.027 2.324 1.522
C 0.106 2.625 0.559
C 0.319 2.257 -0.883
C -3.474 3.444 1.023
H -9.042 2.829 0.327
H -8.357 3.472 1.837
H -7.869 1.865 1.251
H -6.809 2.923 -0.746
H -7.291 4.524 -0.141
H -5.416 4.997 -1.291
H -3.985 6.665 -3.961
H -1.147 4.659 -1.123
H -2.028 4.744 3.296
H -0.915 4.083 4.516
H -2.289 3.111 3.951
H -0.613 2.305 -1.451
H 1.048 2.933 -1.337
H 0.702 1.234 -0.946
H -3.574 2.863 1.933
C 5.177 -5.018 1.778
N 4.473 -4.385 0.663
C 4.833 -4.505 -0.621
O 5.834 -5.144 -0.916
C 4.042 -3.741 -1.720
C 2.521 -3.580 -1.498
C 2.149 -2.881 -0.205
C 2.555 -1.550 0.019
C 2.329 -0.942 1.268
C 1.699 -1.669 2.301
O 1.480 -1.090 3.509
C 1.289 -2.999 2.075
C 1.503 -3.600 0.821
N 4.291 -4.200 -3.102
C 4.181 -5.411 -3.655
C 3.716 -6.621 -2.865
O 4.436 -5.544 -4.842
H 5.196 -6.100 1.636
H 6.206 -4.656 1.814
H 4.680 -4.786 2.720
H 3.667 -3.815 0.880
H 4.450 -2.732 -1.675
H 2.105 -3.000 -2.324
H 2.044 -4.558 -1.518
H 3.056 -0.996 -0.763
H 2.646 0.075 1.444
H 1.545 -0.132 3.468
H 0.804 -3.542 2.873
H 1.194 -4.625 0.659
H 4.641 -3.510 -3.745
H 3.615 -7.459 -3.553
H 4.460 -6.879 -2.116
H 2.756 -6.428 -2.400

## Properties
* HOMO-LUMO gap: 8.780 eV
* LUMO: 0.0 eV
* highest occupied orbital energy: -8.82 eV
* ΔE to the lowest compared entry with this formula, charge and spin: 64.6 kcal per mole

These are the Mulliken partial charges, in e, on atoms 1 to 2:
1 C -1.379
2 C -0.240